Computed, not measured: 13 unconnected molecules or ions with the total composition C31H94N20O13, with the ωB97M-V functional and the def2-TZVPD basis.

Geometry as ORCA input:
```
! RIJCOSX wB97M-V def2-TZVPD def2/J DEFGRID3
* xyz 0 1
C -4.677 1.599 3.156
C -4.982 1.662 1.657
C -6.384 1.160 1.339
O -6.660 -0.187 1.617
C -5.966 -1.176 0.898
N -4.804 3.079 1.310
H -5.481 2.170 3.621
H -3.705 2.036 3.369
H -4.665 0.549 3.465
H -4.218 1.049 1.168
H -6.602 1.362 0.284
H -7.028 1.760 1.988
H -6.305 -2.150 1.248
H -4.912 -1.163 1.189
H -6.110 -1.139 -0.185
H -5.525 3.445 0.702
H -3.881 3.273 0.954
C 3.765 -2.408 -2.526
C 4.774 -3.411 -2.021
C 5.683 -2.763 -0.998
O 6.516 -1.837 -1.664
C 6.985 -0.770 -0.890
N 4.068 -4.566 -1.413
H 3.162 -1.896 -1.770
H 2.977 -2.752 -3.202
H 4.297 -1.589 -3.024
H 5.296 -3.768 -2.909
H 6.309 -3.563 -0.577
H 5.182 -2.370 -0.107
H 7.339 0.020 -1.552
H 7.612 -1.097 -0.055
H 6.214 -0.177 -0.365
H 3.616 -5.103 -2.139
H 3.388 -4.172 -0.772
C -8.525 0.332 -1.612
C -7.747 1.011 -2.723
C -6.703 0.080 -3.273
O -5.531 0.146 -2.466
C -4.377 -0.402 -3.021
N -8.754 1.399 -3.752
H -9.088 -0.516 -2.004
H -9.173 1.076 -1.150
H -7.851 -0.053 -0.846
H -7.229 1.926 -2.426
H -6.410 0.305 -4.307
H -7.017 -0.970 -3.171
H -4.216 0.073 -4.000
H -4.401 -1.489 -3.172
H -3.531 -0.170 -2.376
H -9.044 0.525 -4.204
H -8.177 1.732 -4.532
C -0.556 1.074 -3.388
C -0.724 1.230 -4.904
C -0.323 2.590 -5.453
O 1.083 2.776 -5.451
C 1.487 4.015 -6.000
N -0.117 0.072 -5.571
H -1.236 1.711 -2.819
H 0.401 1.465 -3.009
H -0.456 0.028 -3.104
H -1.808 1.120 -5.012
H -0.841 3.401 -4.933
H -0.658 2.641 -6.497
H 2.563 4.075 -6.161
H 1.152 4.889 -5.441
H 1.091 4.058 -7.022
H 0.814 0.393 -5.841
H -0.580 -0.042 -6.470
C -2.100 -2.176 3.339
C -1.771 -2.753 4.723
C -0.379 -2.191 5.184
O 0.520 -2.850 4.287
C 1.825 -3.117 4.844
N -2.856 -2.346 5.650
H -1.840 -1.117 3.366
H -3.140 -2.379 3.081
H -1.507 -2.587 2.520
H -1.827 -3.842 4.713
H -0.327 -2.307 6.269
H -0.273 -1.132 4.922
H 2.331 -3.941 4.343
H 1.654 -3.412 5.880
H 2.455 -2.232 4.740
H -2.560 -2.684 6.563
H -2.818 -1.329 5.689
C 2.803 0.689 0.090
C 1.696 0.167 0.987
C 0.419 0.127 0.134
O -0.686 -0.144 1.023
C -1.910 -0.071 0.290
N 2.053 -1.076 1.663
H 3.777 0.694 0.587
H 2.709 1.719 -0.252
H 2.887 0.033 -0.781
H 1.650 0.948 1.755
H 0.388 -0.606 -0.674
H 0.306 1.131 -0.289
H -2.199 0.982 0.349
H -2.679 -0.676 0.768
H -1.838 -0.370 -0.756
H 1.272 -1.315 2.272
H 2.085 -1.821 0.951
C 5.344 -1.029 3.175
O 6.395 -1.082 3.814
N 4.713 -2.145 2.707
N 4.524 0.033 3.051
H 3.782 -2.050 2.316
H 5.077 -3.057 2.912
H 3.663 -0.082 2.525
H 4.659 0.837 3.637
C 7.371 2.659 -0.750
O 7.120 2.782 -1.955
N 6.407 2.667 0.210
N 8.635 2.529 -0.269
H 5.447 2.853 -0.051
H 6.650 2.326 1.121
H 9.419 2.608 -0.887
H 8.708 2.058 0.614
C -0.799 3.004 2.796
O -0.250 3.466 1.772
N -1.391 3.796 3.717
N -0.668 1.698 3.076
H -1.386 4.780 3.519
H -1.953 3.342 4.412
H -0.263 1.046 2.403
H -1.046 1.289 3.914
C 1.305 -4.501 0.660
O 1.480 -3.410 0.117
N 1.359 -5.670 -0.002
N 1.150 -4.650 2.008
H 1.250 -6.483 0.574
H 1.426 -5.729 -0.999
H 1.129 -3.829 2.595
H 0.784 -5.489 2.417
C 2.991 4.943 2.255
O 4.097 5.464 2.104
N 2.193 5.213 3.351
N 2.431 4.060 1.409
H 1.321 4.744 3.481
H 2.507 5.848 4.060
H 2.961 3.795 0.584
H 1.550 3.634 1.691
C -3.627 -3.704 -0.365
O -4.277 -3.543 0.665
N -2.272 -3.634 -0.365
N -4.212 -4.035 -1.554
H -1.690 -3.917 -1.128
H -1.966 -3.556 0.594
H -5.178 -3.756 -1.616
H -3.652 -3.996 -2.387
C 3.567 3.189 -2.282
O 3.722 3.658 -1.136
N 2.335 3.231 -2.863
N 4.557 2.679 -3.015
H 1.573 3.545 -2.290
H 2.152 2.900 -3.801
H 5.462 2.791 -2.536
H 4.492 2.260 -3.920
*
```

Values from the calculation:
- ΔE to the lowest compared entry with this formula, charge and spin: 0.930 eV
- Gap between HOMO and LUMO: 8.6 eV
- F_max: 2.57 eV Å⁻¹
- Calculated total energy: -3310.925488 hartree